1.
DFT (ωB97M-V/def2-TZVPD) results for a 3-piece molecular cluster, C4H11NOS2 overall in a non-equilibrium geometry.

As for the LUMO energy (alpha / beta): 1.9 / 1.0 eV. Its net charge is -1. Its energy above the lowest of the compared OMol25 structures with the same formula, charge and spin is 120.0 kcal per mole. Its spin multiplicity is 2. The calculation puts the gap between HOMO and LUMO (alpha / beta) at 5.58 / 4.62 eV. The expectation value of S² is 1.265.

Geometry as XYZ:
```
19
Properties=species:S:1:pos:R:3:forces:R:3:lowdin_spin:R:1
S -1.855 -1.542 -2.455 0.9 -2.3 0.9 0.04
S 2.350 -0.036 1.750 -1.2 1.2 0.4 0.53
C 0.711 0.691 1.511 2.1 -5.1 1.8 -0.13
C -0.188 -0.052 0.579 0.7 -1.7 -1.7 -0.01
C -1.657 0.180 0.640 -1.3 1.5 0.9 0.09
O -2.108 0.318 1.958 0.1 -0.4 -1.6 0.78
N 0.297 0.062 -0.809 0.9 -0.8 -0.4 -0.01
C 1.667 -0.639 -1.025 -1.2 1.3 -0.1 0.01
H -2.444 -0.536 -2.940 -1.2 2.1 -1.0 0.00
H 0.391 0.865 2.504 -0.9 0.7 0.7 0.01
H 0.822 1.705 1.021 0.6 3.0 -1.3 -0.10
H -0.216 -1.118 0.900 0.9 0.2 0.2 -0.01
H -2.118 -0.701 0.113 -0.2 0.3 0.3 0.05
H -2.009 1.021 0.002 0.0 -0.1 0.3 0.02
H 0.772 2.600 0.958 -0.2 0.4 -0.3 -0.29
H -0.433 -0.381 -1.508 1.3 0.5 1.4 0.00
H 2.582 0.011 -0.825 -1.4 -0.4 -0.6 0.01
H 1.793 -1.448 -0.317 -0.2 -0.5 -0.2 0.00
H 1.641 -0.999 -2.057 0.2 0.1 0.1 0.00
```
Forces are in eV/Å.


2.
DFT (ωB97M-V/def2-TZVPD) results for C4H11NOSn as an isolated structure in a non-equilibrium geometry.

As for the LUMO energy: -12.3 eV. Its net charge is +2. Its energy above the lowest of the compared OMol25 structures with the same formula, charge and spin is 81.8 kcal per mole. The calculation puts the gap between HOMO and LUMO at 5.40 eV.

Geometry as XYZ:
```
18
Properties=species:S:1:pos:R:3:forces:R:3:mulliken_charge:R:1
Sn -6.443 20.361 -27.873 0.1 0.9 -1.9 1.62
C -5.178 19.655 -32.564 1.0 1.2 1.3 -1.31
C -5.960 20.299 -31.376 -1.1 -1.0 -1.7 0.68
C -5.984 21.807 -31.287 0.6 0.7 -1.0 -0.49
O -6.548 22.240 -30.056 -1.1 -0.9 2.0 -0.21
C -6.417 23.660 -29.769 1.4 0.6 -1.0 -0.80
N -7.306 19.702 -31.461 0.0 0.7 2.2 -0.46
H -4.121 19.831 -32.350 0.1 -0.5 -0.1 0.41
H -5.326 20.149 -33.523 -0.6 0.1 0.1 0.33
H -5.404 18.596 -32.634 0.1 0.0 0.0 0.36
H -5.542 19.967 -30.387 0.9 -0.2 0.7 -0.49
H -6.529 22.279 -32.111 -0.5 -0.4 0.0 0.39
H -4.999 22.266 -31.408 0.3 -0.5 0.3 0.46
H -5.360 23.822 -29.548 -0.1 0.2 0.5 0.38
H -7.089 24.075 -29.022 -0.1 -0.7 0.2 0.33
H -6.553 24.253 -30.675 -0.4 -0.3 -0.2 0.31
H -7.269 18.731 -31.156 0.2 -0.4 -0.9 0.31
H -7.817 20.087 -30.657 -0.9 0.5 -0.6 0.19
```
Forces are in eV/Å.


3.
DFT (ωB97M-V/def2-TZVPD) results for an isolated ion of composition C4H11NP and charge +1 in a non-equilibrium geometry.

As for the LUMO energy: -3.9 eV. The SMILES is C[C@H]([NH3+])[C@@H]1CP1. Its net charge is +1. Its energy above the lowest of the compared OMol25 structures with the same formula, charge and spin is 43.3 kcal per mole. The calculation puts the gap between HOMO and LUMO at 9.68 eV.

Geometry as XYZ:
```
17
Properties=species:S:1:pos:R:3:forces:R:3:mulliken_charge:R:1
C 0.805 -1.598 -0.040 0.4 -1.8 1.6 -1.38
C 0.066 -0.348 -0.448 -2.7 -0.2 4.5 0.31
N 0.664 0.214 -1.598 3.0 -2.4 -3.1 -0.19
C 0.010 0.687 0.660 -0.7 0.6 -0.8 -0.77
C -1.077 0.801 1.691 -2.5 -3.0 -1.2 -0.82
P -1.155 2.176 0.573 0.1 0.9 -1.2 -0.04
H 1.951 -1.606 -0.094 -1.6 0.2 -0.3 0.35
H 0.328 -2.425 -0.606 0.9 0.1 0.2 0.42
H 0.596 -1.866 1.063 0.1 0.6 -1.7 0.33
H -1.051 -0.613 -0.530 1.6 0.3 -0.9 0.22
H 0.218 1.049 -1.912 -0.7 0.8 -0.6 0.36
H 0.593 -0.634 -2.346 0.7 2.9 1.4 0.45
H 1.719 0.478 -1.380 -2.5 -0.9 -0.8 0.44
H 0.952 1.099 0.952 0.8 -0.3 0.6 0.58
H -2.029 0.134 1.847 2.2 0.9 -0.9 0.30
H -0.649 0.931 2.598 1.0 1.0 2.9 0.41
H -1.939 1.522 -0.431 -0.2 0.1 0.3 0.04
```
Forces are in eV/Å.


4.
DFT (ωB97M-V/def2-TZVPD) results for C4H11NP2 in the gas phase in a non-equilibrium geometry.

As for the LUMO energy: -0.6 eV. The SMILES is [H]/P=N/PC(C)(C)C. Its energy above the lowest of the compared OMol25 structures with the same formula, charge and spin is 42.9 kcal per mole. The calculation puts the gap between HOMO and LUMO at 8.04 eV.

Geometry as XYZ:
```
18
Properties=species:S:1:pos:R:3:forces:R:3:mulliken_charge:R:1
H 0.923 3.754 -1.360 0.3 0.8 0.8 0.03
P 0.618 3.564 0.070 0.5 0.6 -1.4 -0.07
N -0.107 2.246 -0.259 -0.2 -0.6 -0.6 -0.01
P -0.942 1.119 0.585 0.3 -0.5 2.5 -0.11
C -0.152 -0.500 0.059 -0.7 2.6 -0.9 1.19
C -0.964 -1.639 0.581 0.9 -2.7 1.6 -1.39
C -0.437 -0.496 -1.469 1.0 0.0 -1.2 -1.39
C 1.261 -0.465 0.680 1.3 -0.6 -3.7 -1.48
H -0.072 1.191 1.819 -1.4 0.0 -0.6 -0.01
H -0.958 -1.609 1.709 0.0 -0.3 -0.9 0.35
H -2.038 -1.794 0.295 1.1 0.5 -0.2 0.34
H -0.320 -2.578 0.256 -1.6 1.4 0.8 0.33
H -0.120 0.393 -2.132 0.3 -1.4 1.4 0.33
H -1.549 -0.387 -1.562 0.8 -0.9 -0.1 0.41
H 0.026 -1.488 -1.842 -1.2 1.5 0.0 0.33
H 1.845 0.513 0.445 -0.7 -2.0 -0.4 0.26
H 1.190 -0.359 1.697 -0.4 -0.4 2.7 0.55
H 1.796 -1.467 0.427 -0.4 1.9 0.3 0.33
```
Forces are in eV/Å.


5.
DFT (ωB97M-V/def2-TZVPD) results for a 2-piece molecular cluster, C4H11NPS overall in a non-equilibrium geometry.

As for the LUMO energy (alpha / beta): -5.3 / -5.7 eV. Its net charge is +1. Its energy above the lowest of the compared OMol25 structures with the same formula, charge and spin is 101.3 kcal per mole. The calculation puts the gap between HOMO and LUMO (alpha / beta) at 7.21 / 6.83 eV.

Geometry as XYZ:
```
18
Properties=species:S:1:pos:R:3:forces:R:3:mulliken_charge:R:1
C -1.605 -1.480 1.245 3.4 -1.7 -2.6 -0.71
C -0.729 1.017 -1.129 0.8 0.0 -2.1 -1.08
C 1.574 0.445 -1.251 2.1 1.1 0.2 -0.81
C 0.398 -0.225 0.691 -3.2 -1.0 2.4 -0.97
N 0.329 -0.042 -0.714 -2.6 -1.7 -2.6 0.12
P 0.221 1.161 1.850 0.6 -0.2 1.0 0.23
S 1.270 0.597 3.401 -0.8 0.3 -1.1 -0.20
H -1.027 -1.795 2.088 -0.4 0.2 0.8 0.35
H -2.608 -1.142 1.277 -0.6 1.0 0.3 0.36
H -1.456 -2.286 0.417 -0.3 1.6 1.2 0.27
H -0.839 1.108 -2.265 0.3 -0.7 1.7 0.38
H -1.618 0.829 -0.641 -2.0 -1.0 0.7 0.39
H -0.502 2.026 -0.801 1.0 -0.1 0.3 0.52
H 1.368 1.415 -1.627 0.1 0.8 -0.9 0.36
H 2.195 0.690 -0.381 0.6 -0.7 -0.6 0.34
H 1.984 -0.175 -2.044 0.3 -0.1 0.4 0.35
H 0.899 -1.096 1.057 0.8 -0.4 -0.3 0.64
H 0.146 -1.046 -1.173 -0.1 2.9 1.1 0.46
```
Forces are in eV/Å.


6.
DFT (ωB97M-V/def2-TZVPD) results for a 2-piece molecular cluster, C4H11NS overall in a non-equilibrium geometry.

As for the LUMO energy: 0.9 eV. The SMILES is C=NC.CSC. Its energy above the lowest of the compared OMol25 structures with the same formula, charge and spin is 43.3 kcal per mole. The calculation puts the gap between HOMO and LUMO at 9.36 eV.

Geometry as XYZ:
```
17
Properties=species:S:1:pos:R:3:forces:R:3:mulliken_charge:R:1
C 0.299 -4.049 -0.750 0.8 -0.9 -1.6 -0.23
N 0.883 -3.988 0.357 -1.0 -0.3 0.4 -0.38
C 2.298 -3.737 0.412 0.0 -0.2 -0.7 -0.59
H -0.589 -4.624 -1.007 -0.8 0.6 1.2 0.25
H 0.765 -3.829 -1.724 0.7 0.4 0.2 0.20
H 2.678 -4.653 0.876 0.4 0.3 -0.1 0.22
H 2.576 -2.899 1.034 -0.1 0.2 0.3 0.23
H 2.721 -3.608 -0.602 0.1 0.0 0.3 0.30
C -2.293 2.498 0.667 1.5 1.0 -2.0 -0.83
S -0.926 2.889 -0.618 -0.8 -0.1 1.1 -0.09
C 0.542 2.773 0.461 -0.3 0.3 -0.4 -0.74
H -2.204 1.432 0.856 -0.3 0.3 0.6 0.28
H -3.192 2.783 0.136 -0.3 -0.4 -0.1 0.30
H -2.166 3.258 1.433 0.1 -0.7 0.5 0.30
H 1.232 3.571 0.198 0.0 0.1 0.0 0.29
H 0.250 2.906 1.500 0.0 -0.1 0.0 0.25
H 1.041 1.834 0.285 0.1 -0.4 0.3 0.25
```
Forces are in eV/Å.


> Look up the energy above the lowest of the compared OMol25 structures with the same formula, charge and spin of the sixth one.

43.3 kcal per mole


> energy above the lowest of the compared OMol25 structures with the same formula, charge and spin of number 5 (C4H11NPS)?

101.3 kcal per mole